Record 1
Density functional theory data (ωB97M-V/def2-TZVPD) for a structure of composition C14H14N2O4Ru.

Geometry as XYZ:
```
35
Properties=species:S:1:pos:R:3
C -0.96246 1.30462 -4.10613
C 0.41102 0.91793 -4.25853
C 1.20708 1.71945 -3.35834
C 0.30354 2.57214 -2.59881
C -1.03894 2.31678 -3.08207
Ru -0.12433 0.53073 -2.12506
N -0.69988 -2.76306 -1.70958
C -0.64371 -4.02813 -2.01123
C 0.18662 -1.59592 -2.28046
H 2.29015 1.69226 -3.28398
H 0.79561 0.21481 -4.99491
H 0.58863 3.22896 -1.78386
H -1.94872 2.79659 -2.73765
H -1.78984 0.91246 -4.69337
H 0.33662 -1.95215 -3.31190
H -0.65553 -4.23422 -3.08927
H -0.92448 -2.59128 -0.72504
H 1.03421 -1.94041 -1.63307
H -0.08948 -4.62739 -1.28810
O 0.55910 -1.63791 0.38616
C 0.03004 -0.52410 0.59780
O -0.60431 0.26183 -0.28246
C 0.08548 -0.03926 2.01122
C -0.09790 1.31525 2.30985
C -0.01620 1.73158 3.62511
C 0.19792 0.77405 4.63594
C 0.44101 -0.57876 4.33147
C 0.38220 -0.98525 3.01208
N 0.03565 1.14522 6.01138
O -0.23504 2.33804 6.29336
O 0.15955 0.24197 6.87592
H -0.29706 2.01457 1.50138
H -0.13520 2.77533 3.88267
H 0.65069 -1.28090 5.12931
H 0.56798 -2.02583 2.75017
```

Results
- E_HOMO (alpha / beta): -1.8 / -5.4 eV
- Charge: -1
- Multiplicity: 6
- Energy: -1046.98872 Ha
- Kohn-Sham gap (alpha / beta): 4.19 / 5.88 eV

Atomic partial charges in e from the Mulliken method, atoms 1 to 6:
1. C -0.156
2. C -0.613
3. C -0.253
4. C -0.835
5. C -0.439
6. Ru 0.680



Record 2
Density functional theory data (ωB97M-V/def2-TZVPD) for the molecule C14H14N2O4S.

Geometry as XYZ:
```
35
Properties=species:S:1:pos:R:3
O -1.00166 -3.13599 1.32797
S -0.82977 -1.78549 0.79973
O -1.43790 -0.66963 1.58425
N -1.53628 -1.80807 -0.79237
C -1.89951 -0.55205 -1.28276
C -3.08322 0.12887 -0.51531
C -2.83372 1.44279 -0.07240
C -3.95826 2.03276 0.57075
C -5.10516 1.35577 0.51496
N -5.39178 0.49758 -0.15971
C -4.39015 -0.15909 -0.86141
C 0.81065 -1.21027 0.40314
C 1.48292 -2.19299 0.05062
C 2.83338 -1.75982 -0.38044
C 3.17193 -0.49124 -0.00178
C 2.39364 0.32614 0.38771
C 1.10660 0.00176 0.89470
O 2.86611 1.69875 0.76853
C 4.17955 1.70342 0.90807
C 4.86781 1.29022 -0.51276
O 4.57500 -0.44296 -0.52174
H -2.35727 -2.57795 -0.97691
H -1.99950 -0.76031 -2.35222
H -0.95794 0.05252 -1.12995
H -1.89904 1.82669 0.26565
H -3.80700 2.89311 1.12062
H -6.00828 1.90304 1.02623
H -4.46906 -1.33962 -1.43693
H 1.17101 -3.06256 -0.56618
H 3.60865 -2.53801 -0.91575
H 0.43798 0.57884 1.27291
H 4.48906 2.77222 0.91888
H 4.67087 1.21483 1.54173
H 5.94624 1.27572 -0.50349
H 4.35409 1.49103 -1.37438
```

Results
- E_HOMO: -9.1 eV
- SMILES string: O=S(=O)(NCc1cccnc1)c1ccc2c(c1)OCCO2
- Energy: -1350.10333 Ha
- Kohn-Sham gap: 9.15 eV

Atomic partial charges in e from the Mulliken method, atoms 1 to 6:
1. O -0.724
2. S 1.299
3. O -0.669
4. N -0.251
5. C -0.984
6. C 0.998